No. 1
A cluster of 3 separate species, C22H49N4O3 in total. Source: OMol25; level of theory: wB97M-V/def2-TZVPD.

Last column: Mulliken charge in e.
Positions of all 78 atoms, in Å:
C -1.96360 1.43434 2.35553  -0.885
C -1.10278 1.86169 1.31392  -0.678
C -0.39858 0.83972 0.32126  1.163
N 0.84674 0.23416 0.84816  0.344
C 1.97825 1.17701 0.90925  -0.328
C 3.25299 0.42409 1.49875  -0.066
C 3.06161 -0.05754 2.99042  -1.278
C -1.43200 -0.37676 0.13730  -1.629
C -1.01452 -1.41012 -0.99229  1.224
C -2.34935 -2.01955 -1.59981  -1.542
C -0.30143 -2.63087 -0.23581  -1.458
N -0.05823 -0.89443 -1.99664  0.374
O 1.17803 -1.18569 -1.74030  -0.468
C -0.26891 0.52836 -2.33584  1.811
C 0.98306 0.94964 -3.24675  -1.478
C -1.54010 0.70790 -3.29077  -1.666
C -0.26763 1.52206 -1.10018  -2.050
H -3.04372 1.71286 2.41523  0.167
H -1.51554 0.75994 3.13174  0.266
H -0.97552 2.97547 1.22039  0.454
H 0.62222 -0.03024 1.81349  0.441
H 2.31028 1.55030 -0.10245  0.078
H 1.73070 2.09299 1.53291  0.256
H 4.15114 1.10036 1.40562  0.397
H 3.51505 -0.48775 0.88721  -0.144
H 3.93923 -0.72892 3.23470  0.373
H 3.14592 0.80665 3.71000  0.263
H 2.11839 -0.63595 3.16899  0.299
H -2.38864 0.11995 -0.21662  0.149
H -1.64651 -0.91397 1.09613  0.546
H -3.10345 -1.21693 -1.84850  0.284
H -2.14670 -2.64848 -2.50779  0.347
H -2.81166 -2.63855 -0.78053  0.360
H 0.51968 -2.29270 0.44193  0.173
H -1.07898 -3.11774 0.42947  0.441
H 0.04338 -3.37694 -1.00393  0.395
H 0.78164 1.87769 -3.84062  0.388
H 1.26777 0.09714 -3.91780  0.360
H 1.88521 1.14031 -2.59323  0.218
H -2.48259 0.72964 -2.68385  0.257
H -1.40196 1.65645 -3.87932  0.493
H -1.53413 -0.19806 -3.96316  0.319
H 0.59641 2.24247 -1.18351  0.459
H -1.19051 2.17148 -1.21571  0.527
C 5.38544 -1.54565 -1.36954  -1.134
C 6.40540 -0.42329 -1.19732  0.380
C 7.80523 -0.76285 -1.74707  -0.752
O 8.55926 -1.65709 -0.94043  -0.386
C 8.19821 -3.02085 -1.07314  -0.628
N 6.46266 -0.04191 0.21949  -0.500
H 5.50290 -2.33831 -0.62965  0.264
H 4.37134 -1.15656 -1.25292  0.014
H 5.45516 -1.99372 -2.36390  0.370
H 6.03645 0.43661 -1.76717  0.322
H 8.38673 0.16295 -1.77602  0.373
H 7.75313 -1.12892 -2.78012  0.406
H 7.90949 -3.27196 -2.09758  0.289
H 7.39372 -3.26817 -0.37785  0.229
H 9.06382 -3.62594 -0.79867  0.259
H 7.05621 0.77930 0.31408  0.272
H 6.97950 -0.77015 0.70978  0.265
C -8.69244 1.02405 1.50995  -1.394
C -7.66468 2.13545 1.70058  0.316
C -6.26176 1.78654 1.16456  -0.710
O -5.52469 0.88007 1.97406  -0.287
C -5.89713 -0.47946 1.82781  -0.818
N -7.62131 2.50711 3.11952  -0.750
H -8.59101 0.22614 2.24608  0.293
H -9.70336 1.42274 1.61792  0.346
H -8.61554 0.58126 0.51360  0.337
H -8.01869 3.00213 1.13205  0.417
H -5.67175 2.70741 1.14823  0.328
H -6.30496 1.42748 0.12856  0.419
H -6.17712 -0.72084 0.79860  0.343
H -6.71097 -0.72373 2.51307  0.248
H -5.04019 -1.09457 2.10784  0.294
H -7.02212 3.32229 3.22729  0.276
H -7.11758 1.77096 3.61133  0.341

Atomic forces in eV per Å
1.79 0.36 -1.18
-1.37 -0.14 1.31
-0.29 -0.66 0.75
0.10 1.06 -0.35
1.46 -0.28 0.39
-0.42 0.09 0.21
1.10 0.25 -0.12
-0.14 1.37 -1.30
-0.61 -2.29 1.95
0.07 0.55 0.15
-0.71 0.00 -0.14
0.27 0.91 1.60
-0.54 -0.07 -0.60
1.05 1.78 -2.23
0.39 -0.43 0.58
0.68 -0.65 0.85
-0.85 0.32 0.27
1.35 0.97 0.89
-1.16 -0.79 -1.40
-1.05 -1.06 -1.27
0.19 -0.03 -0.44
-0.75 -0.55 0.85
0.34 -0.79 -0.48
-0.94 -0.68 0.28
-0.57 1.06 0.38
-1.05 0.57 -0.16
-0.40 -0.82 -0.69
0.82 0.55 -0.19
0.84 -0.57 0.65
0.31 0.54 -0.81
0.85 -0.84 0.06
-0.19 0.52 0.90
0.41 0.49 -0.97
-0.52 -0.23 -0.96
0.74 0.48 -0.84
-0.14 0.67 0.94
0.00 -0.83 0.55
-0.39 0.87 0.41
-0.99 -0.24 -0.72
0.72 0.07 -0.73
-0.38 -1.01 0.63
-0.23 1.11 0.47
-0.81 -0.94 0.30
0.93 -0.70 0.23
-0.26 0.03 -0.11
0.12 -0.38 0.15
0.01 0.24 0.05
-0.13 0.04 -0.30
0.17 0.02 0.31
0.27 0.12 -0.09
0.09 0.06 0.00
0.06 -0.01 0.00
0.00 0.01 0.04
0.12 0.02 0.02
0.05 -0.05 0.09
-0.10 -0.13 0.02
-0.08 0.05 0.01
-0.10 -0.14 -0.16
0.04 0.11 -0.04
-0.12 0.02 0.01
-0.13 0.00 -0.01
-0.24 -0.01 -0.15
0.13 -0.34 0.18
0.02 0.24 0.03
-0.10 0.06 -0.30
0.19 -0.01 0.32
0.24 0.10 -0.10
0.09 0.06 0.00
0.09 0.02 0.04
0.01 0.00 0.04
0.13 0.01 0.02
0.04 -0.04 0.08
-0.09 -0.13 0.01
-0.07 0.05 0.01
-0.10 -0.13 -0.16
0.04 0.11 -0.05
-0.14 0.04 0.02
-0.14 0.00 0.00

Results
Multiplicity: 2
Total energy: -1312.1163 a.u.
Energy relative to the best compared isomer or geometry (same formula, charge and spin): 156.4 kJ/mol

No. 2
A structure of composition C35H28F2N4O7Y. Source: OMol25; level of theory: wB97M-V/def2-TZVPD.

Last column: Mulliken charge in e.
Positions of all 77 atoms, in Å:
Y -1.86926 -0.93860 -0.44388  0.907
O -5.32455 -2.86326 1.08762  -0.672
C -4.22045 -2.50288 0.74705  0.564
O -3.92863 -1.42791 0.07488  -0.825
C -2.94983 -3.37323 1.10036  0.482
O -3.07128 -4.48652 1.56661  -0.713
O -1.81762 -2.79129 0.81220  -0.485
C 0.63755 1.92038 3.99060  -1.318
O 1.41575 1.28654 2.98526  0.245
C 2.59051 1.84975 2.63830  1.145
C 3.25451 2.80194 3.40253  -0.932
C 4.48019 3.30291 2.98551  -0.713
C 5.05070 2.87246 1.79927  -0.765
C 4.37137 1.94922 1.01656  -0.569
C 3.15020 1.43073 1.41773  -0.010
N 2.50264 0.46770 0.60137  0.086
C 1.14838 0.46860 0.35065  -0.583
N 0.59048 1.70457 0.32001  0.094
C -0.71631 2.06793 0.76072  -0.191
C -1.81153 1.20899 0.71388  0.189
C -3.00252 1.73162 1.24308  -0.804
C -3.11059 3.01595 1.76608  -0.895
C -1.99842 3.84744 1.76878  -0.073
C -0.80583 3.36914 1.26182  0.228
O 0.33744 4.16979 1.28685  -0.472
C 0.41207 5.04050 0.16404  -0.965
N 0.49878 -0.62229 0.07354  1.130
C 1.21508 -1.85036 0.12086  -0.697
C 1.47682 -2.50618 -1.08054  -0.567
C 2.12475 -3.73071 -1.11020  -0.910
C 2.52866 -4.31758 0.07992  -0.591
C 2.27959 -3.67640 1.28288  -0.410
C 1.62479 -2.45259 1.31885  0.801
O 1.49265 -1.83978 2.53269  -0.513
C 0.15654 -1.61474 3.00222  -0.335
H -0.34424 1.45636 3.94132  0.299
H 0.53810 2.98831 3.78494  0.504
H 1.07481 1.76550 4.98069  0.332
H 2.82282 3.14489 4.33182  0.424
H 4.98667 4.03697 3.59911  0.400
H 6.00487 3.26367 1.47308  0.381
H 4.77668 1.62024 0.06778  0.475
H 2.93089 -0.44502 0.55731  0.399
H 1.25484 2.44383 0.50152  0.427
H -3.88883 1.10294 1.23246  0.597
H -4.05207 3.37626 2.16446  0.379
H -2.03726 4.85495 2.16668  0.429
H 1.34992 5.58808 0.24454  0.283
H -0.42417 5.74430 0.16172  0.381
H 0.39492 4.47357 -0.77205  0.305
H 1.15411 -2.02833 -1.99835  0.463
H 2.30575 -4.22139 -2.05773  0.447
H 3.02908 -5.27753 0.07561  0.374
H 2.57854 -4.11744 2.22501  0.470
H 0.25435 -1.37492 4.05941  0.270
H -0.45193 -2.50844 2.86822  0.350
H -0.31415 -0.77949 2.48215  -0.164
F -2.17285 3.36068 -4.34582  -0.365
C -2.04930 2.01973 -4.17374  0.199
C -1.94912 1.49581 -2.90278  -0.752
C -1.81120 0.11824 -2.70403  0.638
C -1.76288 -0.70883 -3.84602  -0.510
C -1.90147 -0.12901 -5.10570  0.639
F -1.92308 -0.88113 -6.24479  -0.373
C -2.04054 1.22863 -5.30298  -0.854
C -1.56454 -2.17220 -3.63899  0.457
C -1.28389 -3.08623 -4.65965  -1.062
C -1.10369 -4.42361 -4.35474  -0.391
C -1.20001 -4.84875 -3.04167  -1.097
C -1.45671 -3.89259 -2.07703  -0.223
N -1.62849 -2.60020 -2.36149  0.602
H -1.98947 2.17990 -2.06022  0.623
H -2.14304 1.64193 -6.29548  0.488
H -1.20484 -2.75385 -5.67979  0.513
H -0.88743 -5.12893 -5.14825  0.421
H -1.07162 -5.88372 -2.75818  0.460
H -1.51213 -4.15506 -1.02645  0.496

Atomic forces in eV per Å
-0.13 0.00 -0.07
0.00 0.02 0.01
-0.01 -0.04 0.03
-0.10 0.01 0.00
0.08 -0.03 -0.02
0.01 0.01 0.02
-0.05 -0.03 -0.06
0.00 0.00 -0.02
0.01 0.02 0.01
-0.04 0.00 0.00
0.01 0.01 0.02
0.02 -0.01 -0.04
0.00 0.03 0.04
-0.03 -0.02 0.00
0.05 0.00 0.00
-0.02 -0.04 -0.03
0.07 0.05 -0.01
-0.02 -0.01 -0.01
0.01 0.00 0.00
0.02 0.06 0.08
-0.01 0.03 0.01
0.01 0.00 0.00
0.00 0.01 0.00
-0.03 0.03 0.03
-0.01 0.00 -0.01
0.01 0.01 0.00
0.13 -0.05 0.11
0.00 0.00 -0.06
-0.02 0.00 0.00
0.01 0.00 0.04
-0.01 0.00 -0.03
0.01 -0.03 0.01
-0.01 0.01 0.01
0.03 0.02 0.01
-0.03 -0.02 0.00
0.00 -0.01 0.01
0.00 0.00 0.00
0.00 0.00 0.00
-0.01 -0.01 0.00
0.00 0.00 0.00
0.00 0.00 0.00
0.00 0.00 0.00
0.01 0.01 0.00
0.00 0.01 0.01
-0.02 0.02 0.02
-0.01 -0.02 -0.01
0.00 0.00 0.00
0.00 0.00 0.00
0.00 0.00 0.00
0.00 0.00 0.00
-0.01 0.01 0.00
0.00 0.00 0.00
0.00 0.00 0.00
0.00 0.02 0.01
0.01 0.00 0.00
0.00 0.00 -0.01
0.00 -0.01 0.00
0.00 0.01 0.00
0.00 0.03 0.04
0.01 0.00 0.02
0.00 0.07 -0.02
0.00 -0.12 -0.06
0.03 0.01 -0.01
0.00 0.01 -0.01
0.00 -0.02 -0.02
0.01 -0.02 0.01
0.00 0.00 0.01
0.00 0.00 0.00
0.01 -0.01 0.00
0.00 0.01 0.01
0.03 -0.01 -0.04
-0.01 0.00 0.00
0.00 -0.01 0.00
0.00 0.00 0.01
0.00 0.00 0.00
0.00 0.00 0.00
0.00 0.01 0.00

Results
Total energy: -2334.5377 a.u.
Energy relative to the best compared isomer or geometry (same formula, charge and spin): 0.0 kJ/mol
Total charge: -1

No. 3
A structure of composition C47H56BIrN3O2P. Source: OMol25; level of theory: wB97M-V/def2-TZVPD.

Last column: Mulliken charge in e.
Positions of all 111 atoms, in Å:
Ir 0.82850 0.44418 0.10433  0.655
N 0.66070 0.77802 2.08779  -0.315
C 1.77827 0.23811 2.92225  0.138
C 3.13568 0.45343 2.27655  -1.062
C 3.44933 -0.55100 1.16060  0.575
O 4.49747 -1.15909 1.17712  -0.710
O 2.54937 -0.68051 0.22907  -0.425
H 0.62212 1.78878 2.20919  0.695
H -0.22174 0.42225 2.46201  -0.881
H 1.57935 -0.81995 3.06236  -0.442
H 1.72128 0.71831 3.90096  0.579
H 3.91689 0.35594 3.02751  0.473
H 3.19922 1.47258 1.87299  0.072
C 4.02161 6.92571 0.25031  -0.475
C 3.05656 6.44013 1.12532  -0.730
C 2.42277 5.24073 0.85796  -0.390
C 2.75303 4.53242 -0.30200  0.468
C 3.72631 5.01823 -1.17915  -0.376
C 4.35683 6.21810 -0.89658  -0.762
P 1.90022 3.01308 -0.60271  1.399
C 2.54526 1.82986 -1.72412  0.845
C 1.62943 0.97706 -2.37994  -1.966
C 2.11009 -0.14438 -3.03600  0.183
C 3.46974 -0.43255 -3.02119  -0.651
C 4.36491 0.40104 -2.36252  -1.034
C 3.91083 1.53141 -1.70877  -1.027
C 0.14838 3.14733 -0.56392  1.173
C -0.50261 4.37586 -0.76078  -1.013
C -1.87506 4.41566 -0.66843  -0.959
C -2.56316 3.24074 -0.36937  -0.769
C -1.90205 2.04138 -0.17262  0.731
C -0.50875 1.93091 -0.24810  -0.302
H 4.51563 7.86380 0.46509  0.404
H 2.80377 6.99580 2.01787  0.424
H 1.67154 4.85689 1.53750  0.384
H 3.97564 4.46851 -2.07801  0.466
H 5.10555 6.60469 -1.57430  0.429
H 0.57909 1.24231 -2.46617  1.416
H 1.41945 -0.78369 -3.56632  0.512
H 3.83441 -1.31912 -3.52201  0.542
H 5.41728 0.15378 -2.33853  0.397
H 4.60101 2.15754 -1.15633  0.516
H 0.06537 5.26989 -0.98810  0.572
H -2.41059 5.34141 -0.82799  0.468
H -3.64319 3.26855 -0.28432  0.479
H -2.48746 1.16653 0.06485  -0.058
C -3.90715 -0.45126 -3.09791  -1.697
C -2.52189 0.13982 -2.80776  2.089
C -2.42655 1.54480 -3.39893  -1.555
C -1.45524 -0.81056 -3.31110  0.896
C -1.19602 -0.85777 -4.67816  -0.494
C -0.38433 -1.83847 -5.21419  -1.477
C 0.16937 -2.78750 -4.37552  -0.810
C -0.02202 -2.76371 -2.99353  -0.065
C 0.72233 -3.85155 -2.22661  0.645
C -0.05781 -4.58869 -1.14404  -1.855
C 2.06103 -3.33340 -1.70580  -1.251
C -0.82874 -1.73729 -2.45905  -0.423
N -1.15653 -1.70614 -1.05382  1.180
B -0.62286 -1.02838 0.12144  1.430
N -1.39945 -1.59016 1.22292  1.241
C -2.39276 -2.41897 0.68021  -1.260
C -2.25025 -2.48240 -0.64738  -1.419
C -1.33540 -1.46600 2.65630  -1.111
C -0.49444 -2.29773 3.42657  0.554
C -0.42806 -2.05866 4.79878  -0.922
C -1.18321 -1.07785 5.41613  -1.578
C -2.08067 -0.34507 4.66477  -0.167
C -2.18799 -0.54091 3.28994  0.853
C -3.29260 0.17687 2.54145  1.315
C -3.33214 1.67515 2.83586  -1.571
C -4.64303 -0.46746 2.87378  -1.608
C 0.28256 -3.51287 2.92710  0.732
C -0.66146 -4.62833 2.46925  -1.487
C 1.38583 -3.23321 1.91038  -1.344
H -4.69043 0.20517 -2.71366  0.466
H -4.02972 -1.43128 -2.63590  0.292
H -4.05778 -0.56418 -4.17362  0.355
H -2.41186 0.20852 -1.72875  -1.315
H -2.59563 1.54179 -4.47658  0.444
H -1.45892 2.01471 -3.21029  0.251
H -3.19338 2.18364 -2.95904  0.403
H -1.67551 -0.14559 -5.33671  0.377
H -0.20674 -1.88187 -6.28107  0.400
H 0.78364 -3.57473 -4.79657  0.413
H 0.95214 -4.60294 -2.98695  0.877
H -0.21862 -3.97668 -0.26146  0.120
H 0.50977 -5.46980 -0.83858  0.529
H -1.02944 -4.92726 -1.50832  0.349
H 1.94985 -2.46547 -1.06047  0.101
H 2.71029 -3.04423 -2.53389  0.105
H 2.57763 -4.10959 -1.13806  0.541
H -3.10721 -2.92051 1.31116  0.519
H -2.81222 -3.06422 -1.35881  0.739
H 0.22645 -2.67909 5.39886  0.465
H -1.10393 -0.92071 6.48405  0.429
H -2.72936 0.37012 5.15368  0.424
H -3.11539 0.02653 1.47893  -0.787
H -3.55941 1.87109 3.88447  0.395
H -4.11110 2.15678 2.24182  0.396
H -2.38644 2.16649 2.59658  0.295
H -4.87351 -0.35851 3.93555  0.332
H -4.64302 -1.53205 2.63835  0.304
H -5.44301 0.00692 2.30316  0.481
H 0.78507 -3.89930 3.81775  0.667
H -1.19472 -4.36909 1.55791  0.217
H -1.39644 -4.85579 3.24335  0.385
H -0.08689 -5.53448 2.27041  0.457
H 1.03038 -2.68440 1.04259  -0.035
H 1.80281 -4.17682 1.55387  0.548
H 2.21386 -2.67615 2.35183  0.570

Atomic forces in eV per Å
0.57 -0.17 -0.47
0.08 -0.09 0.24
-0.08 0.05 -0.06
-0.02 0.01 0.06
0.12 0.04 0.06
0.04 0.02 -0.05
-0.14 -0.05 0.10
-0.02 0.02 -0.02
0.00 -0.04 0.01
0.00 -0.01 0.00
0.02 0.02 -0.01
-0.01 0.00 0.02
0.03 -0.01 0.00
0.00 0.01 0.00
0.00 0.00 0.00
0.02 0.04 -0.01
0.23 -0.08 -0.26
0.03 -0.01 0.03
0.00 -0.01 -0.01
-0.53 -0.05 0.54
0.15 -0.03 0.01
-0.08 -0.06 -0.06
-0.01 0.01 0.00
0.08 0.01 0.01
-0.03 -0.07 -0.06
-0.02 0.06 0.02
-0.15 0.29 -0.08
0.04 -0.03 0.00
0.01 0.03 -0.02
-0.07 0.00 0.01
0.03 -0.12 0.06
-0.21 0.17 0.03
0.00 0.00 0.00
0.00 0.00 0.00
-0.01 0.01 0.00
0.00 0.01 0.00
0.00 0.00 0.00
0.05 0.00 -0.02
0.02 0.01 -0.02
0.00 0.03 0.00
0.00 0.00 0.00
0.00 -0.03 0.01
0.00 -0.01 0.00
0.00 0.00 0.00
0.00 0.00 0.01
-0.02 -0.03 0.02
0.00 0.00 0.01
-0.01 -0.01 0.01
-0.01 0.00 -0.02
-0.01 -0.04 -0.01
-0.01 0.02 0.00
0.00 0.00 -0.01
0.07 0.03 0.03
-0.01 0.01 0.04
-0.07 -0.06 -0.04
-0.02 0.02 0.01
0.01 0.00 -0.02
-0.03 -0.02 0.01
-0.02 0.05 0.01
-0.21 0.02 -0.10
0.03 -0.01 0.03
0.01 0.02 0.00
0.04 -0.04 -0.04
-0.01 0.03 0.00
0.06 0.02 -0.01
0.01 0.00 -0.01
-0.01 0.00 0.00
0.00 -0.03 0.02
0.02 0.00 -0.02
0.02 0.00 0.01
0.00 0.04 -0.03
0.00 0.00 0.01
0.00 0.02 0.02
-0.01 0.00 0.00
0.04 -0.04 0.00
0.00 0.00 0.00
0.01 0.02 -0.01
0.00 0.00 0.00
-0.01 0.02 -0.03
0.01 0.00 0.00
0.04 -0.01 0.02
0.00 0.01 0.00
0.00 0.01 0.00
0.00 0.00 0.00
-0.01 -0.01 0.00
0.00 -0.01 0.00
0.01 0.00 -0.04
0.00 0.00 0.01
0.01 0.00 0.01
-0.01 0.02 0.09
-0.01 -0.03 -0.01
0.00 0.00 0.00
0.00 0.00 0.00
0.00 0.01 0.01
0.00 0.00 0.00
0.00 0.00 0.00
0.00 0.00 0.00
-0.03 0.02 -0.04
-0.01 0.00 -0.01
0.00 -0.01 0.00
0.01 -0.02 0.02
0.00 0.00 0.00
-0.01 0.00 0.01
0.00 0.00 0.00
0.00 0.00 0.00
-0.01 0.00 0.01
0.00 0.00 0.00
0.00 0.00 0.01
0.02 0.01 -0.01
0.00 0.00 0.00
-0.02 -0.01 -0.01

Results
Multiplicity: 2
Total energy: -2609.7148 a.u.
Energy relative to the best compared isomer or geometry (same formula, charge and spin): 56.9 kJ/mol
Total charge: +1